[1]
Density functional theory data (ωB97M-V/def2-TZVPD) for C22H46BCl2CsF5N6NaO2 as an isolated structure.

Each line ends with the Mulliken charge.
Element x y z (Å)
C 7.8313 -5.0192 0.4241  -1.34
C 7.5077 -3.9142 0.0023  0.10
N 7.2983 -2.7357 -0.5381  -0.25
Cl 7.4707 -2.3448 -2.4878  -0.51
C 6.8436 -1.7718 0.2432  0.40
N 6.6071 -2.0825 1.5682  -0.31
C 5.6932 -1.0592 2.0946  -0.76
C 6.2176 0.1134 1.2467  -0.30
C 5.5288 1.4746 1.3121  -1.27
C 4.4250 1.6852 0.2722  -1.19
C 3.3651 0.5721 0.2701  -0.16
C 2.2049 0.8632 1.2539  -1.03
C 0.8141 0.5177 0.6901  -0.66
C -0.1481 1.7747 0.5290  -1.01
C -1.0672 1.9928 1.7114  -1.26
C -2.3267 1.1251 1.6046  -0.66
C -2.3901 -0.0009 2.6434  -0.80
C -3.0529 -1.2755 2.1214  -0.97
C -2.3368 -1.8770 0.9074  -0.22
C -3.2375 -2.6647 -0.0154  -1.20
C -4.3483 -1.8179 -0.6408  -0.26
C -5.6290 -2.5954 -0.9959  -0.69
C -5.3442 -3.7964 -1.8231  -0.61
N 6.4816 -0.4793 -0.0879  0.26
C 7.4770 0.3235 -0.8051  -0.93
N 8.8308 0.1542 -0.2694  -0.52
H 8.1189 -6.0726 0.3200  0.74
H 7.4234 -2.1387 2.1575  0.39
H 4.6400 -1.3083 2.0472  0.23
H 5.9681 -0.7687 3.1056  0.48
H 7.2032 0.2656 1.7057  0.68
H 5.1257 1.5656 2.3210  0.42
H 6.2951 2.2400 1.2142  0.44
H 3.9319 2.6253 0.5252  0.60
H 4.8499 1.8172 -0.7212  0.40
H 2.9233 0.5715 -0.7329  0.49
H 3.8012 -0.3954 0.4625  0.21
H 2.2183 1.9013 1.5829  0.58
H 2.3647 0.2447 2.1344  0.27
H 0.3181 -0.1338 1.4002  0.13
H 0.8913 0.0084 -0.3003  0.88
H 0.5059 2.6959 0.4538  0.61
H -0.7116 1.7206 -0.4402  0.40
H -0.5305 1.8659 2.6503  0.46
H -1.3723 3.0392 1.6934  0.44
H -2.4542 0.7651 0.5874  0.32
H -3.1813 1.7721 1.7917  0.52
H -2.9885 0.3646 3.4782  0.44
H -1.4187 -0.2592 3.0736  0.40
H -2.9903 -2.0216 2.9117  0.33
H -4.1175 -1.0987 1.9760  0.43
H -1.8464 -1.0959 0.3058  -0.13
H -1.5744 -2.5451 1.3004  0.46
H -2.6170 -3.0099 -0.8517  0.34
H -3.5816 -3.5697 0.4847  0.61
H -3.9709 -1.3261 -1.5408  0.30
H -4.6611 -1.0157 0.0254  0.33
H -6.2727 -1.9030 -1.5345  0.43
H -6.1602 -2.9002 -0.0983  0.30
H -4.8604 -4.5531 -1.2060  0.45
H -6.4508 -4.2764 -2.2850  0.10
H -4.7294 -3.5918 -2.6985  0.46
H 7.4648 0.0024 -1.8414  0.36
H 7.2040 1.3734 -0.8220  0.52
H 9.4096 -0.2858 -0.9754  0.27
H 9.2345 1.0793 -0.1878  0.23
F -2.6137 -4.4562 1.9223  -0.81
Cs 7.6628 -5.0911 2.7880  0.95
O -7.8031 -0.0146 -0.9949  -0.61
H -8.2742 0.5724 -0.3927  0.30
H -8.3170 0.0501 -1.8105  0.30
B -11.5389 0.6638 -1.2279  0.64
F -10.5484 0.8218 -2.2357  -0.43
F -11.0748 1.2605 -0.0357  -0.42
F -12.7241 1.2826 -1.6450  -0.38
F -11.7639 -0.7030 -1.0122  -0.40
Na 0.9398 1.9514 -1.3960  0.91
Cl -7.9283 -4.1406 -2.5550  -0.19
C -1.5331 5.6805 -3.1486  0.63
O -0.9756 4.6219 -2.8753  -0.64
N -0.8398 6.8346 -3.3692  -0.38
N -2.8840 5.7785 -3.2516  -0.37
H -1.2755 7.7085 -3.5939  0.17
H 0.1586 6.7929 -3.3014  0.20
H -3.4209 4.9453 -3.0949  0.22
H -3.3642 6.6297 -3.4737  0.17

Cartesian forces, eV/Å:
C 0.3 -1.2 -3.8
C 0.3 0.6 -0.5
N -0.4 0.3 5.5
Cl 0.2 1.0 -5.0
C 0.9 -2.0 -1.6
N -1.8 -0.3 1.5
C 1.2 1.4 -0.1
C 0.0 0.4 0.6
C -0.2 -0.5 -0.6
C 0.1 -0.1 0.5
C -0.6 1.5 -0.1
C 0.2 -0.8 -0.1
C -0.7 0.8 -0.3
C 1.3 0.2 0.1
C -0.6 0.5 -0.7
C 0.0 0.2 0.9
C -0.5 -0.3 -0.2
C 0.4 -0.2 0.3
C -0.1 0.3 0.2
C 0.0 0.2 -0.8
C 0.7 -0.1 0.1
C -1.2 -0.2 -0.6
C 2.5 1.6 1.5
N 0.2 0.3 1.2
C 0.6 -0.4 -1.5
N -0.1 0.6 -0.1
H -0.1 1.0 -0.3
H 0.4 0.0 -0.4
H 0.0 -0.2 -0.2
H -0.3 -0.4 0.3
H 0.1 0.2 -0.1
H -0.1 0.1 0.1
H 0.0 0.2 0.0
H 0.0 0.2 -0.2
H 0.2 -0.2 0.0
H 0.2 -0.4 -0.2
H 0.0 -0.2 -0.4
H 0.1 0.1 0.0
H 0.0 0.1 0.2
H -0.2 -0.4 -0.4
H 0.0 -0.3 0.8
H -0.5 -0.5 0.2
H -0.5 -0.1 1.2
H 0.1 -0.2 0.0
H 0.0 0.1 0.0
H 0.1 -0.2 -0.1
H -0.1 0.0 -0.1
H 0.1 0.0 0.2
H 0.2 0.1 -0.2
H -0.2 -0.2 0.0
H -0.1 0.1 -0.3
H 0.0 0.1 0.0
H 0.1 -0.2 -0.1
H 0.1 -0.3 0.0
H 0.0 0.1 0.5
H -0.1 0.0 -0.1
H -0.2 0.0 0.1
H -0.1 0.1 0.1
H 0.1 0.1 0.2
H -0.7 -0.8 -0.3
H -1.2 -0.2 -0.3
H -0.6 -0.2 -0.6
H -0.2 -0.1 -0.1
H -0.4 0.0 0.5
H -0.1 -0.4 0.0
H 0.1 0.0 0.4
F 0.0 -0.1 0.1
Cs -0.4 -0.3 4.3
O 0.3 0.1 -0.1
H -0.2 -0.1 0.0
H -0.3 0.0 0.2
B -0.2 0.0 0.0
F 0.3 0.0 0.0
F 0.2 0.0 0.0
F 0.0 0.1 0.0
F 0.1 -0.1 0.0
Na 0.7 0.3 -1.4
Cl 0.7 -0.3 0.0
C -0.2 0.1 0.0
O 0.3 -0.2 0.2
N 0.1 -0.1 0.1
N 0.0 -0.1 0.0
H 0.0 0.0 0.0
H 0.0 0.0 0.0
H 0.0 0.0 0.0
H 0.0 0.0 0.0

Values from the calculation:
Total charge: 0
HOMO-LUMO gap: 1.044 eV

[2]
Density functional theory data (ωB97M-V/def2-TZVPD) for C22H46BaBrP3 as an isolated structure.

Each line ends with the Mulliken charge.
Element x y z (Å)
Ba -0.2936 0.0970 0.1103  0.87
C -2.1700 -1.2543 1.9957  0.21
C -1.3443 -0.3831 2.7464  0.28
C -1.7355 0.9444 2.4605  0.01
C -2.7980 0.8965 1.5283  0.50
C -3.0860 -0.4612 1.2537  1.93
C -4.3207 -0.9448 0.5370  -1.95
C -3.5513 2.0959 1.0278  -1.55
C -1.1455 2.2058 3.0224  -1.36
C -0.2864 -0.8243 3.7184  -1.74
C -2.1409 -2.7531 2.0975  -1.68
H -4.5709 -1.9653 0.8334  0.50
H -4.2595 -0.9408 -0.5568  0.10
H -5.1821 -0.3267 0.8003  0.41
H -4.0847 2.6068 1.8357  0.41
H -4.2945 1.8194 0.2762  0.41
H -2.8936 2.8472 0.5756  0.10
H -1.9040 2.8130 3.5251  0.31
H -0.6939 2.8442 2.2531  0.17
H -0.3580 1.9900 3.7431  0.39
H -0.7107 -1.0045 4.7116  0.30
H 0.5161 -0.0941 3.8188  0.38
H 0.1779 -1.7632 3.4040  0.32
H -2.9241 -3.2161 1.4950  0.36
H -2.2892 -3.0859 3.1285  0.39
H -1.1884 -3.1868 1.7702  0.23
C -2.3560 3.3721 -2.6513  -1.46
P -1.6544 1.6841 -2.5830  0.83
C -0.8967 1.5236 -4.2502  -1.10
C -3.1773 0.6688 -2.7771  -0.15
C -2.9404 -0.7385 -3.3376  -1.64
P -1.6405 -1.7678 -2.5024  1.12
C -2.6046 -3.1260 -1.7392  -1.36
C -1.0227 -2.6818 -3.9712  -1.57
H -2.9424 3.5329 -3.5583  0.40
H -1.5502 4.1052 -2.6121  0.39
H -2.9963 3.5278 -1.7822  0.35
H -1.6173 1.6732 -5.0571  0.47
H -0.4401 0.5366 -4.3425  -0.11
H -0.0937 2.2546 -4.3584  0.47
H -3.8777 1.1979 -3.4312  0.59
H -3.6447 0.6223 -1.7895  -0.28
H -2.6244 -0.6562 -4.3799  0.56
H -3.8811 -1.2957 -3.3427  0.63
H -3.3224 -3.5589 -2.4393  0.45
H -3.1272 -2.7766 -0.8515  0.14
H -1.9044 -3.9037 -1.4293  0.43
H -1.8575 -3.1137 -4.5278  0.47
H -0.3597 -3.4878 -3.6565  0.43
H -0.4608 -2.0206 -4.6314  0.35
Br 2.3613 0.9453 1.4274  -0.80
C 4.4941 2.1070 -2.6556  -1.30
C 3.0636 1.8386 -2.1981  -0.47
P 2.4940 0.0851 -2.1564  0.76
C 3.8968 -0.7836 -1.3302  -0.92
C 3.4630 -2.0836 -0.6564  -1.16
C 2.7526 -0.4137 -3.9176  -0.63
C 2.6642 -1.9235 -4.1234  -1.26
H 4.7232 3.1713 -2.5833  0.42
H 4.6622 1.8072 -3.6907  0.30
H 5.2135 1.5774 -2.0305  0.27
H 2.3507 2.3798 -2.8302  0.32
H 2.9194 2.2040 -1.1788  0.32
H 4.2726 -0.1016 -0.5661  0.56
H 4.6996 -0.9571 -2.0526  0.50
H 2.7883 -1.8596 0.1723  0.16
H 4.3208 -2.6149 -0.2409  0.38
H 2.9537 -2.7599 -1.3465  0.27
H 3.7246 -0.0547 -4.2637  0.33
H 1.9923 0.0988 -4.5151  0.40
H 3.5160 -2.4315 -3.6697  0.37
H 2.6573 -2.1798 -5.1842  0.41
H 1.7610 -2.3355 -3.6703  0.05

Cartesian forces, eV/Å:
Ba 0.1 0.0 0.1
C -0.1 0.1 -0.1
C 0.0 0.1 0.0
C 0.0 0.0 0.0
C 0.2 0.0 0.0
C 0.0 -0.1 0.0
C 0.0 0.0 0.0
C 0.0 0.0 0.0
C 0.0 0.0 0.0
C 0.0 -0.1 0.0
C 0.0 0.0 0.0
H 0.0 0.0 0.0
H 0.0 0.0 0.0
H 0.0 0.0 0.0
H 0.0 0.0 0.0
H 0.0 0.0 0.0
H 0.0 0.0 0.0
H 0.0 0.0 0.0
H 0.0 0.0 0.0
H 0.0 0.0 0.0
H 0.0 0.0 0.0
H 0.0 0.0 0.0
H 0.0 0.0 0.0
H 0.0 0.0 0.0
H 0.0 0.0 0.0
H 0.0 0.0 0.0
C 0.0 0.0 0.0
P 0.2 0.0 0.0
C 0.0 0.0 0.1
C -0.2 0.0 0.0
C -0.1 0.1 0.0
P 0.0 -0.1 0.0
C 0.0 0.0 0.0
C 0.0 0.0 0.0
H 0.0 0.0 0.0
H 0.0 0.0 0.0
H 0.0 0.0 0.0
H 0.0 0.0 0.0
H 0.0 0.0 0.0
H 0.0 0.0 0.0
H 0.0 0.0 0.0
H 0.0 0.0 0.0
H 0.0 0.0 0.0
H 0.0 0.0 0.0
H 0.0 0.0 0.0
H 0.0 0.0 0.0
H 0.0 0.0 0.0
H 0.0 0.0 0.0
H 0.0 0.0 0.0
H 0.0 0.0 0.0
Br -0.1 0.0 0.0
C 0.0 0.0 0.0
C 0.0 0.0 0.0
P -0.1 0.0 0.0
C 0.0 0.0 0.0
C 0.0 0.0 0.0
C 0.0 0.0 0.0
C 0.0 0.0 0.0
H 0.0 0.0 0.0
H 0.0 0.0 0.0
H 0.0 0.0 0.0
H 0.0 0.0 0.0
H 0.0 0.0 0.0
H 0.0 0.0 0.0
H 0.0 0.0 0.0
H 0.0 0.0 0.0
H 0.0 0.0 0.0
H 0.0 0.0 0.0
H 0.0 0.0 0.0
H 0.0 0.0 0.0
H 0.0 0.0 0.0
H 0.0 0.0 0.0
H 0.0 0.0 0.0

Values from the calculation:
Energy above the lowest of the compared OMol25 structures with the same formula, charge and spin: 4.6 kcal/mol
Total charge: 0
HOMO-LUMO gap: 7.125 eV